Entry 1:
The ion CNO5P2 with charge -1 in a non-equilibrium geometry, computed with ωB97M-V/def2-TZVPD.

```
9
Properties=species:S:1:pos:R:3:forces:R:3
C 1.73397 0.55888 0.01441 1.3007 0.8210 0.5020
N -2.73152 -0.04657 -0.00441 0.0053 -0.4221 2.3254
O 1.52536 -0.43663 0.84308 1.1678 1.3368 0.9259
O 2.59237 1.41271 0.11851 -0.3502 -0.5918 0.4228
O -1.54071 0.34950 -0.53141 -0.6515 1.1784 0.6930
O -2.75281 -0.08372 1.22032 0.4773 0.2928 -2.9617
O 0.93830 0.57749 -1.06049 -1.0836 -0.6218 -0.4758
P -0.21176 -0.62130 -1.17412 -0.3060 -1.5038 -0.0762
P 0.44680 -1.71036 0.57412 -0.5597 -0.4894 -1.3553
```
Positions in Å, forces in eV/Å.

orbital gap (spin up / spin down): 6.8 / 6.8 eV
charge: -1
HOMO level (spin up / spin down): -3.2 / -3.2 eV
energy relative to the best compared isomer or geometry (same formula, charge and spin): 1.6 kcal/mol

Entry 2:
A cluster of 2 separate species, C2H9N2S2 in total in a non-equilibrium geometry, computed with ωB97M-V/def2-TZVPD.

```
15
Properties=species:S:1:pos:R:3:forces:R:3
C 0.34051 -0.38005 -0.93191 1.1804 -2.9937 1.5889
C -0.14237 0.69064 -0.05277 -2.3986 1.7758 0.1028
N 0.46152 1.87091 -0.24582 0.8272 0.2223 -0.0310
N 0.32677 -0.06760 1.74596 1.2408 1.2453 0.1460
S -2.93245 -0.74012 -0.32613 -0.4650 -0.1803 -0.5899
S -1.96725 0.97223 0.27884 0.2954 -0.5299 -0.6340
H -0.19146 -1.35371 -0.80069 0.1416 0.8029 0.5425
H 0.21916 -0.29422 -2.00202 0.5269 1.0097 -0.2146
H 1.38705 -0.58521 -0.49568 -1.1209 0.2451 -1.7149
H 1.17409 1.92027 -0.93829 0.8105 -0.4724 -0.3365
H 0.26852 2.82031 0.04396 -1.0022 -0.4945 0.6125
H 0.77421 0.64410 2.37082 -0.8639 -0.3907 -0.6954
H -0.50826 -0.43396 2.23500 0.9304 -0.2856 -0.4926
H 1.12983 -0.68986 1.56096 -1.1264 -0.4191 0.4138
H -3.48478 -0.55650 -1.62402 1.0239 0.4651 1.3026
```
Positions in Å, forces in eV/Å.

orbital gap: 9.8 eV
charge: +1
HOMO level: -13.5 eV
energy relative to the best compared isomer or geometry (same formula, charge and spin): 36.2 kcal/mol

Entry 3:
A cluster of 2 separate species, C2H5NO2 in total in a non-equilibrium geometry, computed with ωB97M-V/def2-TZVPD.

```
10
Properties=species:S:1:pos:R:3:forces:R:3
C -0.36391 -1.26523 -0.93260 -0.9169 -0.1163 -0.2930
C 0.87547 -1.26807 -0.62161 0.6303 1.0419 1.0020
N 0.92636 0.59031 1.24880 0.0277 -1.0130 -0.3553
O -0.88869 1.81848 0.25984 1.0929 -0.0099 -0.3485
O -0.31651 0.86016 1.32196 -0.8366 0.1481 0.3844
H -0.80236 -1.85657 -1.73237 0.0498 -0.1659 -0.0925
H -1.06246 -0.64012 -0.38504 -0.0686 0.1090 0.0658
H 1.88271 -1.56934 -0.72603 0.4265 -0.3492 -0.2822
H 1.52567 1.36266 0.96246 -0.2961 0.4852 -0.4554
H -1.77629 1.96771 0.60459 -0.1091 -0.1298 0.3747
```
Positions in Å, forces in eV/Å.

orbital gap (spin up / spin down): 8.1 / 9.7 eV
HOMO level (spin up / spin down): -8.0 / -9.0 eV
energy relative to the best compared isomer or geometry (same formula, charge and spin): 215.6 kcal/mol

Entry 4:
A structure of composition C5H8O2, computed with ωB97M-V/def2-TZVPD.

```
15
Properties=species:S:1:pos:R:3:forces:R:3
C 0.48082 -1.32201 0.90275 0.0162 -0.0540 0.0156
C -0.27827 -0.11518 0.36854 0.2859 0.0256 -0.1177
O -1.46022 0.12655 1.08911 -0.1471 -0.1782 0.0035
C 0.56866 1.17010 0.32373 0.1548 0.0228 0.3907
C -0.46551 1.38408 -1.47284 -0.1493 0.0354 -0.3032
O 0.92000 0.57722 -1.36385 0.1635 0.0908 0.0293
C -0.37705 -0.04881 -1.14065 -0.1401 -0.2073 -0.0290
H 1.41545 -1.46782 0.35222 -0.1393 0.0450 0.0650
H 0.70992 -1.19500 1.96597 -0.0329 0.0020 -0.1506
H -0.12139 -2.23220 0.78576 0.0637 0.1390 0.0175
H -1.90012 -0.71930 1.23909 0.0071 0.1470 0.0282
H 0.09540 2.07461 0.69357 0.0737 -0.1410 -0.1259
H 1.62118 1.09246 0.61297 -0.1671 -0.0172 -0.0926
H -0.61893 1.55905 -2.54673 0.0004 -0.0331 0.1740
H -0.58995 -0.88374 -1.80963 0.0106 0.1233 0.0952
```
Positions in Å, forces in eV/Å.

orbital gap (spin up / spin down): 8.1 / 8.1 eV
HOMO level (spin up / spin down): -7.6 / -7.6 eV
energy relative to the best compared isomer or geometry (same formula, charge and spin): 159.7 kcal/mol

Entry 5:
An isolated molecule of C3H4N2O in a non-equilibrium geometry, computed with ωB97M-V/def2-TZVPD.

```
10
Properties=species:S:1:pos:R:3:forces:R:3
O 2.33767 0.04779 0.16178 -0.0020 0.9453 0.9484
C 1.14605 0.20657 0.31215 0.8808 0.0877 0.1842
C 0.23608 -0.91598 -0.12713 0.5225 -0.1404 0.0988
N -0.99528 -0.16743 -0.34955 0.2632 0.0453 -0.4232
C -0.78259 1.08863 0.13800 0.1310 -0.0250 -0.0876
N 0.41880 1.37993 0.53310 -0.1833 -0.0191 0.0518
H 1.05894 -1.15171 -0.85670 -2.2639 -0.7972 -0.9430
H 0.09639 -1.77000 0.53778 0.1210 0.2318 0.1066
H -1.92364 -0.53729 -0.50226 0.4018 -0.0483 0.0408
H -1.59242 1.81949 0.15281 0.1290 -0.2802 0.0232
```
Positions in Å, forces in eV/Å.

structure (SMILES): O=C1CNC=N1
orbital gap: 10.2 eV
HOMO level: -9.6 eV
energy relative to the best compared isomer or geometry (same formula, charge and spin): 30.8 kcal/mol